No. 1
21
Properties=species:S:1:pos:R:3:forces:R:3:nbo_charge:R:1 method="wB97M-V/def2-TZVPD" charge=+1 smiles="CCCC1=[N+](C)[C@@]23N[C@@]12O3" homo_energy_ev="-14.4 / -14.4" total_energy_ev=-12451.0898 de_lowest_kj_mol=708.7 homo_lumo_gap_ev="9.39 / 9.39" lumo_energy_ev="-5.01 / -5.01"
C -0.6866 0.0626 -0.4993 2.77 -0.96 0.73 0.44
C -1.7743 1.1402 -0.3359 -0.19 -0.18 -1.27 0.40
C -2.6835 -0.0650 0.2487 -0.04 0.14 0.24 0.44
C 2.9603 1.0875 0.2311 -1.31 -0.53 -1.98 -0.59
C -1.2462 -2.2024 0.4312 1.38 -1.42 2.57 -0.45
C 0.8231 0.1353 -0.7228 -0.69 -0.20 -0.37 -0.49
C 1.4406 0.9012 0.5199 2.16 -1.95 0.73 -0.41
N -3.0084 0.7706 -0.8964 -0.90 -0.32 -3.14 -0.55
N -1.3615 -0.8705 0.0245 -0.55 1.14 -1.40 -0.27
O -2.1707 1.0721 0.9448 -0.36 0.61 2.00 -0.38
H 3.1498 0.0336 -0.1701 1.05 1.80 0.15 0.20
H 3.0660 1.9750 -0.5073 0.45 -1.84 1.07 0.22
H 3.4711 1.2400 1.1704 0.36 0.22 -0.08 0.23
H -1.4149 -2.2657 1.5490 0.46 0.38 -0.99 0.26
H -2.0427 -2.7869 0.0808 -1.13 -0.69 -1.08 0.25
H -0.2788 -2.6851 0.2044 -0.46 0.53 -0.06 0.25
H 1.2325 -0.9707 -0.8625 -0.69 2.54 0.21 0.26
H 1.0202 0.8233 -1.6237 -0.16 -1.36 1.10 0.27
H 1.0548 1.8740 0.6294 -1.19 0.93 0.44 0.22
H 1.5618 0.3249 1.5100 -1.54 0.61 -1.50 0.23
H -3.1128 0.4060 -1.9260 0.58 0.53 2.62 0.44


No. 2
16
Properties=species:S:1:pos:R:3:forces:R:3:nbo_charge:R:1 method="wB97M-V/def2-TZVPD" charge=0 homo_energy_ev=-7.6 total_energy_ev=-10233.8182 de_lowest_kj_mol=426.8 homo_lumo_gap_ev=8.14 lumo_energy_ev=0.50
C 1.9731 -0.1619 -1.3204 0.30 -0.42 -0.21 -0.65
N -1.3638 0.3764 0.2899 2.18 0.62 0.18 -0.46
C 0.3694 0.3353 0.5785 -4.69 -1.42 -1.00 0.34
C 0.6513 -0.1004 -0.6367 -0.51 1.37 -1.00 -0.09
N -2.3012 -0.3656 1.0679 0.22 -0.20 0.64 -0.68
N 0.8865 0.3903 1.8107 0.78 0.53 1.14 -0.83
C -0.6441 -0.1761 -1.3956 1.10 -1.50 -1.45 0.25
N -1.1880 -0.6050 -2.3577 0.29 0.82 1.16 -0.46
H -1.6514 1.3555 0.2368 -0.07 -0.25 0.36 0.37
H -3.1807 -0.4043 0.5482 0.28 0.22 -0.05 0.37
H -1.9849 -1.3368 1.0823 0.10 0.24 -0.16 0.35
H 0.3111 -0.0869 2.5003 0.25 0.27 -0.03 0.40
H 1.1824 1.3159 2.1027 -0.14 -0.21 0.23 0.39
H 2.5909 -0.9719 -0.9246 -0.01 0.05 0.00 0.23
H 2.5231 0.7752 -1.1922 -0.09 -0.15 -0.02 0.23
H 1.8261 -0.3396 -2.3900 0.01 0.03 0.22 0.25


No. 3
61
Properties=species:S:1:pos:R:3:forces:R:3:nbo_charge:R:1 method="wB97M-V/def2-TZVPD" charge=+3 homo_energy_ev=-17.1 total_energy_ev=-46184.1343 de_lowest_kj_mol=46.2 homo_lumo_gap_ev=5.98 lumo_energy_ev=-11.12
Au -0.6473 0.4336 0.0080 0.21 0.21 -0.18 1.09
C 2.5934 0.7684 -3.0424 0.06 -0.01 -0.09 -0.09
O 2.6098 1.8485 -2.0457 0.02 -0.07 -0.05 -0.39
C 1.5910 1.6414 -1.2815 0.11 0.25 0.08 0.62
N 0.8924 0.5509 -1.4449 0.04 -0.32 -0.14 -0.58
C 1.7858 -0.3212 -2.3539 -0.23 0.04 -0.12 -0.08
C 1.1276 -1.2919 -3.2973 0.02 0.08 -0.03 -0.10
C 0.1771 -2.1768 -2.8146 0.03 -0.17 0.21 -0.18
C -0.3797 -3.1545 -3.6224 -0.03 0.04 0.03 -0.21
C 0.0305 -3.2617 -4.9441 -0.01 -0.02 -0.03 -0.17
C 1.0086 -2.4085 -5.4294 0.01 0.01 -0.03 -0.16
C 1.5627 -1.4320 -4.6113 -0.11 0.17 -0.06 -0.18
C 1.3439 2.5943 -0.1725 -0.11 -0.24 -0.01 0.13
C 1.9414 3.8111 0.1017 0.06 0.04 -0.05 -0.13
C 1.5558 4.4672 1.2689 0.02 0.05 0.02 -0.09
C 0.5927 3.9223 2.1208 -0.03 0.00 0.04 -0.13
C 0.0411 2.7093 1.7580 -0.01 -0.07 -0.08 0.12
N 0.4454 2.0839 0.6551 0.16 0.27 0.12 -0.48
C -1.0173 1.9047 2.4017 -0.03 -0.04 0.06 0.64
N -1.5461 0.9008 1.7563 -0.53 -0.28 0.00 -0.55
C -2.5206 0.2009 2.6409 0.24 -0.01 0.09 -0.10
C -2.3265 0.9915 3.9606 -0.03 -0.01 0.03 -0.08
O -1.4222 2.1118 3.6030 -0.06 0.01 0.02 -0.37
C -2.2263 -1.2758 2.7516 0.16 0.09 -0.01 -0.12
C -0.9069 -1.7349 2.7236 -0.10 -0.04 -0.01 -0.24
C -0.6340 -3.0843 2.9013 0.01 0.06 -0.03 -0.19
C -1.6745 -3.9781 3.1220 -0.03 -0.05 0.02 -0.17
C -2.9865 -3.5246 3.1665 0.00 0.02 0.03 -0.20
C -3.2625 -2.1755 2.9789 -0.08 0.05 -0.01 -0.17
H 3.6233 0.5001 -3.2492 0.02 0.01 0.00 0.26
H 2.1032 1.1636 -3.9315 0.01 0.04 0.02 0.23
H 2.4359 -0.8741 -1.6698 -0.10 0.01 0.14 0.23
H -0.0517 -2.1363 -1.7583 -0.09 -0.07 0.17 0.16
H -1.1081 -3.8521 -3.2264 0.02 0.00 0.00 0.22
H -0.3901 -4.0250 -5.5846 0.01 0.00 0.00 0.25
H 1.3521 -2.5059 -6.4503 0.01 0.00 0.00 0.25
H 2.3354 -0.7969 -5.0250 0.01 0.02 0.01 0.23
H 2.6811 4.2299 -0.5681 0.00 0.01 0.01 0.29
H 2.0054 5.4204 1.5164 0.00 0.00 0.01 0.28
H 0.2813 4.4285 3.0253 0.01 0.01 -0.01 0.29
H -3.5238 0.3607 2.2507 -0.03 0.05 -0.03 0.23
H -1.8104 0.4227 4.7295 0.00 -0.01 0.00 0.24
H -3.2419 1.4233 4.3511 0.02 0.06 0.00 0.25
H -0.0859 -1.0351 2.6039 0.04 -0.05 0.02 0.20
H 0.3896 -3.4342 2.8939 0.00 -0.01 0.00 0.25
H -1.4618 -5.0271 3.2797 0.00 0.00 0.00 0.26
H -3.7937 -4.2180 3.3632 0.00 0.01 0.00 0.26
H -4.2868 -1.8222 3.0450 0.00 -0.02 0.00 0.22
C -4.4757 -0.5083 -0.1508 0.06 0.24 -0.01 -0.99
Sb -2.6069 -1.0799 -0.9107 0.38 -0.09 -0.16 1.45
C -2.7920 -0.5188 -2.9273 0.00 -0.02 -0.08 -0.97
C -2.3940 -3.1258 -0.4964 -0.07 -0.01 0.00 -0.96
H -5.1921 -0.8538 -0.8985 -0.03 -0.04 0.05 0.28
H -4.5451 0.5763 -0.0814 -0.03 -0.03 0.04 0.26
H -4.6558 -0.9860 0.8027 -0.11 -0.06 0.09 0.26
H -3.3530 -1.3064 -3.4323 0.00 0.02 -0.01 0.28
H -1.8232 -0.3984 -3.3991 0.05 -0.02 -0.01 0.27
H -3.3591 0.4112 -2.9397 0.00 -0.01 -0.05 0.26
H -3.1182 -3.6329 -1.1358 0.02 -0.06 0.04 0.27
H -2.6498 -3.2588 0.5555 0.03 -0.03 -0.08 0.27
H -1.3902 -3.4833 -0.6991 0.02 0.01 -0.01 0.27


No. 4
70
Properties=species:S:1:pos:R:3:forces:R:3:nbo_charge:R:1 method="wB97M-V/def2-TZVPD" charge=0 homo_energy_ev=-8.7 total_energy_ev=-49762.4054 de_lowest_kj_mol=0.0 homo_lumo_gap_ev=6.14 lumo_energy_ev=-2.56
C -35.2127 -6.3362 20.1566 0.42 1.49 -0.07 -0.73
C -34.1573 -7.0697 21.0010 2.29 -3.09 -3.31 0.71
O -33.4025 -7.8644 20.3918 -2.28 2.81 3.64 -0.48
N -34.1774 -6.8829 22.5401 1.43 0.84 -1.04 -0.68
H -33.2857 -6.5277 23.0481 -0.29 1.60 -2.07 0.53
H -34.9376 -6.2134 22.7116 -0.69 -0.31 0.82 0.46
C -34.0313 -8.1099 23.3116 -0.37 -2.91 -2.39 -0.45
H -35.0602 -6.4076 18.9885 -0.28 -0.70 2.67 0.27
H -35.0058 -5.2402 20.3272 -0.68 -0.80 0.16 0.24
H -36.2374 -6.5935 20.5512 0.96 0.43 -0.71 0.26
H -34.6647 -8.9301 23.0255 -1.32 0.06 -0.41 0.21
H -34.2078 -8.0061 24.3544 0.91 0.57 0.85 0.25
H -33.1304 -8.4744 22.7906 0.62 -0.14 1.90 0.27
C -34.7657 -0.9793 24.8684 -2.29 -2.71 -0.76 -0.77
C -34.0546 -1.0515 23.5410 0.43 2.22 -0.58 0.76
O -34.1776 -0.2146 22.6750 0.94 -3.03 1.55 -0.46
N -32.8954 -2.1942 23.4617 -4.49 -1.11 -4.68 -0.61
H -32.3534 -2.2459 24.1994 3.13 0.12 5.40 0.42
H -33.3539 -3.1605 23.4091 -0.36 1.04 0.88 0.51
C -32.0613 -2.2196 22.3013 -0.71 0.49 -3.81 -0.47
H -35.8239 -0.6655 24.5853 1.26 -0.20 0.38 0.30
H -34.3328 -0.2401 25.4891 0.62 0.76 0.59 0.26
H -34.8698 -1.9918 25.4143 0.54 1.59 -0.96 0.26
H -32.5413 -2.7411 21.4803 -0.83 -0.61 0.20 0.22
H -31.1383 -2.7277 22.2533 1.22 -0.33 1.46 0.27
H -32.0199 -1.2927 21.7813 0.54 1.41 0.43 0.23
N -31.1138 -5.9175 23.9388 3.55 -0.47 -1.97 0.72
O -30.2208 -5.4322 24.6172 0.48 -0.57 1.44 -0.49
O -31.0342 -7.0194 23.3694 -0.06 -1.46 1.05 -0.54
O -31.9777 -5.1792 23.5228 -4.53 2.65 -0.59 -0.61
N -35.8837 -4.3205 23.4067 1.27 -0.34 -2.48 0.74
O -34.7057 -4.2540 23.8589 -0.69 -0.77 0.62 -0.56
O -36.4344 -3.2896 23.0553 -0.79 0.41 0.59 -0.49
O -36.3551 -5.4500 23.0516 0.26 0.97 1.11 -0.55
C -38.7728 -1.2990 20.9465 1.64 1.36 -3.21 -0.63
C -37.7865 -0.3023 21.5692 -5.67 -0.29 2.95 0.10
C -38.3509 1.1454 21.7186 -4.33 -3.12 -5.95 -0.60
O -37.6929 -0.7138 22.9094 1.12 -2.52 2.64 -0.78
H -38.3362 -2.2668 21.0042 0.49 -0.96 -0.31 0.21
H -38.9745 -1.0173 19.8804 0.73 -0.47 0.31 0.19
H -39.7560 -1.4184 21.2361 -1.94 0.46 1.94 0.22
H -36.8587 -0.4411 21.1926 2.92 0.43 -2.05 0.16
H -38.3883 1.4076 20.4952 0.28 0.71 3.63 0.21
H -37.8457 1.5836 22.4500 2.90 2.84 2.16 0.21
H -39.4783 1.2126 22.1566 2.46 -0.83 -1.40 0.21
H -37.4668 -1.7082 23.0134 -0.59 2.45 -0.61 0.49
C -40.4332 -7.9677 22.9729 -5.39 4.56 5.36 -0.60
C -39.4693 -7.1910 23.7053 2.69 0.82 3.07 0.12
C -38.2472 -8.0407 24.1484 1.73 3.92 1.14 -0.64
O -39.0694 -6.2606 22.8070 -4.07 2.70 -1.08 -0.73
H -40.9894 -8.5117 23.6402 -1.22 -2.32 1.47 0.20
H -40.0766 -8.4256 22.2531 3.69 -4.81 -6.67 0.19
H -41.2199 -7.3256 22.5601 0.31 0.39 -0.05 0.21
H -39.8241 -6.6264 24.6497 -0.14 -1.05 -1.30 0.15
H -37.7988 -8.4164 23.2992 0.95 -1.02 -2.18 0.18
H -38.5694 -8.8220 24.6988 -0.99 -2.71 2.02 0.20
H -37.3268 -7.5313 24.7516 -2.74 -0.70 -1.39 0.24
H -38.2120 -6.2081 22.5881 4.89 0.20 -0.48 0.48
C -35.3433 -4.3921 29.2797 1.03 -8.91 -0.74 -0.22
C -35.3682 -5.7885 28.6067 -1.42 4.59 0.95 -0.20
C -36.0496 -5.8567 27.1847 -0.32 -0.36 -0.23 0.48
O -36.2317 -6.8691 26.4877 0.94 2.15 2.17 -0.50
C -36.5656 -4.5015 26.6895 -0.90 2.52 0.66 -0.23
C -36.4855 -3.2926 27.4131 0.27 -1.58 -3.16 -0.25
C -35.8026 -3.1653 28.7396 -0.04 3.36 -0.38 0.41
O -35.5985 -2.0599 29.3084 -0.67 -2.80 -1.46 -0.47
H -34.9584 -4.5274 30.2947 -0.12 0.85 -0.29 0.24
H -35.1473 -6.7778 29.1507 -0.05 1.95 -0.87 0.25
H -37.1625 -4.4126 25.6925 1.45 -0.67 1.78 0.25
H -36.7179 -2.3865 26.7572 -0.06 -1.04 1.67 0.24